Here is a structure of composition C50H67AsBO10SSi3W at a distorted geometry from the Open Molecules 2025 dataset. Energies are from the ωB97M-V functional and the def2-TZVPD basis.

```
134
Properties=species:S:1:pos:R:3:forces:R:3
W 0.4817 0.2437 0.4900 -6.590 -2.548 -5.322
C -4.0579 -4.5768 -0.0332 0.205 0.151 -0.022
C -2.6245 -4.5101 0.4717 -0.358 -0.350 0.038
C -2.1556 -5.8444 1.0243 0.076 0.235 -0.070
O -1.7459 -4.1016 -0.5599 0.145 -0.019 -0.006
C -1.6094 -2.7109 -0.4389 -0.206 0.592 0.280
C -1.6335 -2.4764 1.0873 0.367 0.018 -0.117
O -2.5252 -3.5030 1.4821 -0.015 0.150 0.188
C -2.1419 -1.0989 1.6454 -0.363 -0.673 0.071
O -1.3303 -0.0055 1.1851 1.013 0.172 -0.070
C -3.5598 -0.8756 1.1149 0.088 0.318 -0.084
C -4.6874 -1.2460 1.8377 0.049 0.055 -0.007
C -5.9531 -1.0179 1.3169 -0.025 -0.046 0.035
C -6.1071 -0.4164 0.0772 -0.051 -0.028 -0.018
C -4.9858 -0.0551 -0.6544 0.028 -0.011 -0.051
C -3.7214 -0.2938 -0.1403 -0.024 -0.008 0.147
C -2.1449 -1.0890 3.1950 0.222 0.081 -0.085
C -2.0174 0.1340 3.8424 -0.050 0.052 0.029
C -2.1490 0.2475 5.2189 -0.054 0.037 -0.082
C -2.3550 -0.8764 5.9982 0.005 -0.014 0.063
C -2.4379 -2.1104 5.3763 -0.011 0.014 -0.043
C -2.3485 -2.2157 3.9953 0.068 0.003 -0.109
C -0.3747 -2.2461 -1.2338 -0.410 -1.129 -0.589
O -0.1606 -0.9020 -0.7424 -0.059 -0.770 -0.974
C -0.7938 -2.2014 -2.7021 0.092 0.423 0.055
C -0.6775 -3.3331 -3.5002 -0.047 -0.056 0.024
C -1.0774 -3.2902 -4.8275 -0.010 -0.022 0.046
C -1.6074 -2.1243 -5.3612 -0.007 -0.014 -0.072
C -1.7432 -0.9994 -4.5626 -0.055 -0.019 0.037
C -1.3445 -1.0420 -3.2353 0.012 -0.018 0.037
C 0.8820 -3.0976 -1.0493 0.197 0.428 0.097
C 1.1032 -3.9497 0.0297 -0.138 -0.038 0.085
C 2.3533 -4.5085 0.2532 0.018 0.051 0.010
C 3.4075 -4.2249 -0.5986 0.018 -0.040 -0.005
C 3.1796 -3.4422 -1.7199 0.029 0.021 -0.077
C 1.9273 -2.9012 -1.9506 0.007 0.157 0.157
H -4.1313 -5.3669 -0.7793 -0.073 -0.023 0.015
H -4.3455 -3.6293 -0.4911 -0.019 0.016 0.032
H -4.7330 -4.7868 0.7947 -0.025 -0.012 -0.009
H -2.0375 -6.5525 0.2056 -0.042 -0.052 0.028
H -2.8870 -6.2232 1.7359 0.001 -0.048 -0.009
H -1.1999 -5.7256 1.5345 0.009 -0.016 -0.024
H -2.4889 -2.2137 -0.8637 0.147 0.010 -0.075
H -0.6400 -2.6392 1.5150 -0.001 -0.043 0.090
H -4.5804 -1.7017 2.8121 -0.027 0.004 0.001
H -6.8235 -1.3092 1.8901 -0.007 0.008 -0.004
H -7.0975 -0.2368 -0.3197 0.001 0.014 0.002
H -5.0951 0.4106 -1.6259 0.005 -0.012 -0.006
H -2.8402 -0.0171 -0.7017 -0.054 0.072 -0.062
H -1.8236 1.0236 3.2646 -0.029 -0.021 -0.028
H -2.0943 1.2266 5.6792 0.053 -0.002 0.032
H -2.4406 -0.7925 7.0735 -0.029 -0.004 -0.005
H -2.5925 -3.0082 5.9603 0.009 0.007 0.017
H -2.4593 -3.1887 3.5547 0.018 -0.115 -0.111
H -0.2784 -4.2477 -3.0813 0.027 0.011 -0.039
H -0.9669 -4.1701 -5.4473 -0.038 -0.012 0.012
H -1.9192 -2.0973 -6.3970 0.015 0.013 -0.002
H -2.1611 -0.0875 -4.9689 0.002 -0.001 -0.009
H -1.4413 -0.1617 -2.6140 -0.024 0.014 -0.064
H 0.2967 -4.2331 0.6868 0.037 0.130 0.055
H 2.5017 -5.1548 1.1080 -0.005 -0.012 -0.004
H 4.3932 -4.6235 -0.3975 -0.009 -0.029 -0.036
H 3.9803 -3.2388 -2.4171 0.060 -0.001 -0.033
H 1.7618 -2.2988 -2.8317 0.048 0.155 -0.042
O 2.5316 0.8647 1.7506 0.192 0.036 0.006
S 2.3104 -0.5880 1.6702 4.815 -0.471 4.233
O 3.2302 -1.4349 2.3099 -0.036 -0.367 -0.291
O 0.8729 -0.7026 2.1330 0.230 -1.516 2.798
O 2.0857 -0.7564 0.2014 1.338 -2.041 -1.364
C 3.9083 -1.1386 -6.2246 0.041 0.086 0.072
C 4.8868 -0.5188 -5.2211 0.101 -0.006 -0.147
C 5.8775 -1.6171 -4.8047 -0.057 0.079 0.032
C 5.6530 0.6127 -5.9262 -0.053 -0.062 0.063
C 4.1704 0.0670 -4.0057 -0.090 -0.073 0.042
C 4.9026 0.4783 -2.8816 0.043 0.040 0.043
C 4.3133 1.0082 -1.7417 0.003 0.085 0.178
C 2.9405 1.1259 -1.7556 -0.081 -0.089 -0.476
O 2.0613 1.5835 -0.7931 -0.565 0.304 -0.364
B 0.7153 1.4290 -1.3317 1.916 0.105 -0.514
O 0.8737 0.9180 -2.5995 -1.025 0.617 -0.338
C 2.2054 0.7457 -2.8621 0.387 0.200 0.302
C 2.7853 0.2273 -3.9987 -0.185 -0.018 -0.053
H 4.4736 -1.6300 -7.0166 -0.005 0.003 -0.015
H 3.2770 -0.3825 -6.6941 -0.034 -0.020 -0.004
H 3.2713 -1.8892 -5.7513 -0.007 -0.004 -0.025
H 6.4869 -1.9004 -5.6637 -0.011 -0.021 -0.013
H 5.3474 -2.5077 -4.4643 -0.008 -0.019 0.069
H 6.5533 -1.2939 -4.0140 0.018 -0.013 -0.013
H 6.1349 0.2248 -6.8248 0.036 0.029 -0.001
H 6.4212 1.0353 -5.2771 0.009 0.022 -0.013
H 4.9705 1.4116 -6.2202 0.025 0.030 0.001
H 5.9807 0.3930 -2.8854 -0.005 -0.049 -0.042
H 4.9034 1.3113 -0.8871 0.000 -0.010 -0.003
H 2.1592 -0.0432 -4.8373 0.032 -0.060 0.012
C 2.3086 4.0677 4.1734 -0.428 -0.176 -0.690
Si 0.6695 3.1114 4.0401 0.881 -0.855 1.264
C -0.8087 4.1110 4.6857 0.175 -0.375 -0.811
C 1.0293 1.6093 5.1346 -0.231 0.134 -0.444
As 0.2663 2.1489 1.7685 -2.392 8.720 3.698
Si -2.0532 3.2335 1.4623 -0.932 -0.206 -0.872
C -3.5658 2.5596 2.4025 0.612 -0.304 0.128
C -2.3851 2.8102 -0.3643 0.112 0.146 0.251
C -2.2817 5.1224 1.6493 0.684 -0.369 0.196
Si 1.1844 4.3333 0.8823 0.828 0.386 -0.958
C 3.0596 4.0865 0.7193 -0.291 -0.352 0.146
C 0.4205 4.6276 -0.8343 0.081 -0.376 0.392
C 0.9528 6.0324 1.7498 -0.157 -0.594 0.201
H 2.5250 4.2565 5.2260 -0.178 -0.089 0.077
H 2.3429 5.0162 3.6459 0.035 0.058 0.030
H 3.1016 3.4286 3.7787 0.029 0.007 0.039
H -0.6545 4.3372 5.7412 0.159 -0.104 0.030
H -1.7307 3.5358 4.5820 -0.023 0.026 0.100
H -0.9432 5.0497 4.1514 0.003 0.043 0.036
H 1.2372 1.9010 6.1658 -0.009 0.156 -0.015
H 1.9164 1.1027 4.7469 0.027 0.031 -0.003
H 0.2184 0.8874 5.1447 0.002 -0.073 0.007
H -3.7557 1.5128 2.1649 -0.022 0.020 -0.008
H -4.4402 3.1313 2.0829 0.136 0.169 -0.151
H -3.4992 2.6426 3.4883 -0.018 0.035 -0.010
H -1.8230 1.9233 -0.6431 -0.088 -0.044 -0.150
H -2.1138 3.6066 -1.0572 0.006 0.004 0.087
H -3.4456 2.5971 -0.5064 -0.043 -0.011 0.091
H -2.6128 5.3829 2.6543 0.032 -0.052 0.045
H -3.0751 5.4255 0.9635 -0.003 -0.186 -0.118
H -1.3937 5.7084 1.4237 -0.209 0.064 -0.035
H 3.3006 3.0248 0.6616 0.067 0.097 -0.020
H 3.6094 4.5010 1.5641 -0.101 0.060 0.051
H 3.4315 4.5701 -0.1862 -0.100 0.043 -0.050
H 0.4107 3.7193 -1.4418 -0.084 0.110 -0.122
H 1.0030 5.3779 -1.3721 0.132 0.009 0.095
H -0.6018 4.9957 -0.7558 0.042 -0.001 -0.006
H 0.4396 5.9902 2.7084 0.016 0.148 0.027
H 0.3993 6.7085 1.0974 -0.077 -0.122 -0.054
H 1.9321 6.4856 1.9086 0.092 -0.176 0.036
```
Forces are in eV/Å.

E ... -6292.11853 hartree
Net charge ... +1
Lowest unoccupied orbital energy ... -4.651 eV
Gap between HOMO and LUMO ... 6.50 eV


Here is a cluster of 17 separate species, C50H67O50 in total at a distorted geometry from the Open Molecules 2025 dataset. Energies are from the ωB97M-V functional and the def2-TZVPD basis.

```
167
Properties=species:S:1:pos:R:3:forces:R:3
C -0.9495 0.5671 -0.2020 0.060 3.243 -0.151
C -1.8035 -0.6784 -0.5474 1.308 1.733 0.133
O -1.6740 -1.6519 0.2087 0.013 -1.347 0.700
O -2.5606 -0.5552 -1.5201 -0.399 -0.111 -0.702
H 0.0540 0.5504 0.2471 -0.274 -1.121 0.050
H -1.5030 1.2551 0.5329 0.266 -1.076 -0.821
H -0.7631 1.3004 -1.0638 -0.649 -1.304 0.690
C 2.1873 0.6475 -4.1342 -1.501 -0.657 -0.131
C 3.2332 1.5095 -4.8582 -1.516 -0.387 0.522
O 3.4137 2.5782 -3.9847 -0.255 1.384 2.422
C 2.7891 2.3894 -2.7787 -0.514 -0.252 -0.971
O 2.8020 3.1901 -1.8818 0.105 -0.931 -0.612
O 2.0670 1.2053 -2.7945 1.667 1.398 -0.228
H 2.4723 -0.4162 -4.0788 -0.016 0.587 0.098
H 1.1379 0.7234 -4.5090 0.964 -0.072 -0.286
H 2.9236 1.9213 -5.7995 -0.284 -0.147 -0.504
H 4.1461 1.0092 -4.9353 1.357 -0.943 -0.408
C 1.3115 -1.2817 8.0800 -2.014 0.570 -1.169
C 1.8684 -2.5331 7.3861 -0.711 0.488 0.577
O 2.9623 -1.9653 6.6714 0.491 0.372 -0.883
C 2.6749 -0.6761 6.3629 0.911 0.891 1.188
O 3.3231 0.0403 5.6468 -0.607 -0.708 0.103
O 1.6861 -0.2016 7.1502 0.195 -1.207 0.263
H 1.6850 -1.1010 9.0638 0.738 0.303 0.507
H 0.2011 -1.1777 8.1148 0.831 -0.666 -0.012
H 1.1553 -2.8973 6.6360 0.123 -0.358 0.382
H 2.2279 -3.2950 8.1151 -0.241 0.502 -0.831
C 2.7031 -4.1175 -7.5908 0.392 -0.181 1.431
C 3.2513 -4.5393 -6.1574 -0.233 1.078 -1.533
O 3.9220 -3.2949 -5.7151 -0.013 -1.498 0.257
C 3.4884 -2.2636 -6.4208 -0.815 0.043 -0.695
O 3.6994 -1.1041 -6.1971 0.112 -0.509 0.014
O 2.7228 -2.6906 -7.4534 -0.251 0.344 -0.574
H 1.6831 -4.4696 -7.8981 0.915 0.430 0.732
H 3.4284 -4.4235 -8.3387 0.037 0.132 -0.304
H 3.9674 -5.3586 -6.1990 0.062 0.271 0.104
H 2.4509 -4.7493 -5.4823 -0.326 -0.082 0.541
C -3.4094 -1.7031 2.7386 -0.543 -0.043 -0.220
C -4.8280 -1.8184 2.0924 1.081 0.403 2.170
O -5.2111 -0.4423 1.8904 -0.144 0.364 -0.654
C -4.2090 0.4048 2.2402 0.438 -1.736 -0.208
O -4.0254 1.5181 1.8351 -0.502 -0.703 1.057
O -3.3805 -0.3034 3.0672 0.627 0.799 0.109
H -2.6309 -1.8953 1.9832 -0.304 0.203 0.326
H -3.2287 -2.3268 3.6407 -0.325 0.647 -0.458
H -5.4865 -2.3334 2.8018 -0.311 0.374 -0.535
H -4.7211 -2.3179 1.1728 -0.406 -0.523 -1.159
C -0.3883 -0.3084 3.1476 2.854 -0.132 -1.765
C -0.8923 0.9880 3.6799 1.110 2.220 -2.857
O -1.0548 0.7518 5.0107 -1.326 0.407 2.297
C -0.9395 -0.5412 5.2593 -0.043 -2.106 1.606
O -1.2852 -1.1125 6.2705 0.415 0.931 -0.811
O -0.3336 -1.1762 4.2383 -0.786 -0.195 1.315
H 0.6858 -0.1815 2.8168 -1.206 -0.330 -0.259
H -1.0170 -0.7551 2.3986 0.125 0.051 -0.605
H -1.7794 1.2523 3.0942 -0.139 0.278 0.877
H -0.1485 1.8153 3.5459 -0.543 -0.596 0.113
C -0.5890 -3.4567 -2.8004 1.184 1.633 0.508
C -0.0022 -2.1352 -3.4320 -0.820 -1.105 -1.018
O -0.1649 -2.5311 -4.8474 0.775 0.861 -0.240
C -0.9816 -3.5876 -5.0037 0.582 -0.961 -2.265
O -1.2292 -4.1342 -6.0749 0.361 1.499 2.232
O -1.3764 -4.0344 -3.8232 -0.695 -0.394 0.795
H -1.1461 -3.0704 -1.9758 -0.994 -0.541 0.715
H 0.1824 -4.1860 -2.4747 -0.432 0.614 -0.355
H 1.0548 -1.9749 -3.1527 -0.477 -0.203 -0.557
H -0.5897 -1.1770 -3.3141 0.394 -1.322 0.317
C 1.6564 3.3980 6.1958 -0.221 1.005 -1.924
C 1.2607 4.1946 4.9205 -0.823 0.191 0.069
O 2.2076 3.7125 3.9349 -0.409 0.376 0.101
C 3.2786 3.3320 4.6067 3.371 -2.086 -1.879
O 4.3674 3.0123 4.0748 -3.080 1.267 1.628
O 3.0202 3.1930 5.8897 1.539 -0.497 0.765
H 1.1315 2.4423 6.2265 0.067 0.074 0.573
H 1.6951 4.0286 7.0698 -0.779 -0.236 0.443
H 1.4341 5.2666 5.0274 -0.084 -0.059 0.081
H 0.2509 4.0466 4.5139 0.447 -0.087 0.358
C -2.7600 1.4519 -5.8238 0.169 0.560 1.088
C -2.1161 0.4357 -4.8663 0.071 0.523 -0.899
O -3.0620 -0.6347 -4.9063 -0.135 0.235 -0.717
C -3.6750 -0.5769 -6.1432 1.586 2.514 1.768
O -4.3271 -1.4281 -6.5537 -2.174 -2.829 -1.617
O -3.4655 0.6256 -6.7592 0.121 -0.381 1.040
H -2.0186 2.0303 -6.3460 0.110 0.162 -0.178
H -3.4035 2.1443 -5.2308 -0.063 -0.509 -0.791
H -2.0207 0.8079 -3.8282 0.386 -0.392 -0.677
H -1.2053 0.0884 -5.4002 -0.045 0.080 1.025
C 5.6104 0.1679 3.5488 1.651 0.932 -0.069
C 4.8066 -1.0543 3.6456 -0.939 -0.848 -0.486
O 4.9681 -1.6421 2.3299 -0.082 -1.691 0.971
C 5.5959 -0.8210 1.5355 0.737 0.112 -1.953
O 5.9149 -1.0901 0.3955 -0.247 0.305 0.831
O 5.8211 0.3446 2.1168 0.008 0.949 0.828
H 6.5905 0.0344 3.9909 0.447 -0.271 -0.082
H 5.2423 1.0404 4.0476 -0.754 0.546 -0.338
H 3.7520 -0.8798 3.7127 -0.357 0.043 0.383
H 5.1669 -1.6967 4.4505 -0.286 -0.268 -0.369
C -4.9359 -1.9801 -1.8758 -0.207 0.168 0.657
C -4.1016 -3.1277 -1.3867 0.962 -0.767 0.711
O -5.0119 -3.9535 -0.5905 0.868 1.013 -0.774
C -6.2443 -3.5213 -0.8731 -2.164 -3.777 2.996
O -7.1972 -4.1301 -0.3856 1.034 1.482 -1.146
O -6.2853 -2.4785 -1.6112 0.090 2.385 -1.881
H -4.7389 -1.6694 -2.8766 -0.426 -0.703 -1.241
H -4.7432 -1.0304 -1.4061 -0.334 0.022 1.182
H -3.2825 -2.8172 -0.7159 -0.214 -0.118 -0.623
H -3.7677 -3.7631 -2.2080 0.258 0.131 0.038
C -1.8494 -4.6875 2.0728 1.955 0.137 0.689
C -0.6100 -5.1009 1.3012 -0.192 -1.399 -2.115
O 0.4476 -4.5357 2.0101 0.933 0.677 0.526
C 0.0438 -4.1606 3.2448 1.056 -0.630 1.029
O 0.8031 -3.8286 4.1256 -1.172 -0.210 -1.152
O -1.2797 -4.3674 3.3625 0.036 0.313 0.471
H -2.4841 -5.5051 2.2039 -1.365 -0.980 0.163
H -2.3039 -3.7938 1.7445 -0.644 0.651 -0.868
H -0.5704 -4.7255 0.2523 -0.221 -0.114 0.786
H -0.4694 -6.2371 1.2290 -0.245 1.466 0.365
C -0.2185 3.9785 -1.7056 -1.209 -0.163 -0.772
C 0.2829 5.1923 -2.4055 1.885 1.601 -0.102
O 0.4945 4.7306 -3.7681 0.251 0.749 0.480
C -0.2467 3.6676 -3.9772 -1.180 0.420 2.013
O -0.4252 3.1772 -5.0296 -0.127 -1.326 -1.768
O -0.8732 3.2683 -2.8212 0.808 0.157 -0.070
H -0.9537 4.1329 -0.9212 0.038 0.142 -0.181
H 0.5946 3.4151 -1.3615 0.840 -1.147 0.516
H 1.3257 5.5821 -2.1266 -1.834 -0.616 0.192
H -0.4725 5.9848 -2.3785 0.270 0.033 -0.324
C 3.6537 -2.5113 -0.9958 0.992 0.280 -1.140
C 4.3113 -3.8233 -0.5531 -1.072 -1.414 1.606
O 3.7419 -4.8147 -1.4766 -0.209 1.765 -0.200
C 3.0857 -4.1049 -2.4370 0.899 0.356 0.466
O 2.3469 -4.6117 -3.2023 -0.771 -0.665 -1.203
O 3.3516 -2.7619 -2.4140 0.255 -1.367 1.023
H 4.3234 -1.6597 -0.9174 0.035 -0.189 -0.101
H 2.6960 -2.2339 -0.6231 -0.656 -0.213 1.169
H 3.9980 -4.2313 0.4907 0.689 1.195 -1.680
H 5.3994 -3.8500 -0.6611 -0.262 0.288 0.041
C -4.4035 2.0072 -0.9472 -0.065 -0.631 0.367
C -4.6325 1.8923 -2.4924 0.295 -0.518 1.541
O -4.3110 3.2261 -2.8828 -0.401 0.155 -1.393
C -3.7856 3.9402 -1.8990 0.260 -1.113 1.211
O -3.5196 5.0861 -1.9152 0.460 1.714 -0.648
O -3.5820 3.1881 -0.7919 -0.689 -0.633 -0.514
H -3.8299 1.1505 -0.6151 0.015 0.005 0.085
H -5.2806 2.1279 -0.2693 0.368 -0.087 -0.924
H -5.7135 1.6936 -2.7191 1.222 -0.012 -0.141
H -3.8725 1.1330 -2.8972 -1.383 1.140 0.286
C -2.7924 5.4916 1.5446 0.567 -0.653 0.298
C -2.3765 4.1789 2.2067 2.689 0.707 -1.912
O -1.4446 4.6388 3.2076 0.736 0.983 0.559
C -1.2983 6.0059 3.2115 -0.465 -0.061 -1.570
O -0.6300 6.6505 3.9732 -0.831 -0.878 -0.767
O -2.0208 6.5187 2.1288 0.929 -0.131 2.309
H -3.8236 5.6639 1.6060 -1.579 0.559 0.617
H -2.5841 5.5040 0.5267 0.534 -0.170 -1.891
H -1.8339 3.5192 1.4075 -1.019 0.856 1.870
H -3.1101 3.7151 2.7762 -1.505 -1.221 0.311
C 2.4873 2.1026 1.2278 -0.563 -0.101 0.791
C 3.5928 3.1127 1.0221 0.667 0.568 -1.526
O 2.8753 4.3699 0.9733 0.734 0.022 1.004
C 1.5592 4.1775 0.9391 0.836 0.836 -1.282
O 0.8032 5.0769 0.6748 -0.441 -0.548 0.749
O 1.2608 2.8857 1.0285 0.079 -0.979 0.442
H 2.5053 1.7622 2.2905 -0.236 -0.034 -0.842
H 2.4729 1.2667 0.5091 0.023 0.394 0.365
H 4.0537 3.0799 0.0273 -0.196 -0.485 0.215
H 4.4224 3.0738 1.7388 -0.801 0.355 0.274
```
Forces are in eV/Å.

E ... -5707.72168 hartree
Net charge ... -1
Lowest unoccupied orbital energy ... 1.860 eV
Gap between HOMO and LUMO ... 9.33 eV


Which energy relative to the best compared isomer or geometry (same formula, charge and spin) belongs to each record? In order, 123.37 4.26 kcal/mol.